i | The following is a quantum chemistry calculation of a single C3H7N3S molecule, from the OMol25 dataset.

Values from the calculation:
- LUMO: 0.82 eV
- HOMO-LUMO gap: 0.319 Eh

XYZ file:
```
14
C3H7N3S, DFT ωB97M-V with the def2-TZVPD basis set
C 2.0947 0.4403 0.0603
N 0.7680 0.2856 0.5283
N -0.1574 0.1446 -0.5531
C -1.0313 -1.2807 -0.4102
C -2.1881 -1.0171 0.1432
S -2.5303 0.7066 0.4604
N -1.2014 1.0515 -0.6221
H 2.6714 -0.4839 -0.2675
H 2.0775 1.0939 -0.8126
H 2.7876 1.0482 0.8378
H 0.7536 -0.2320 1.3330
H -0.3752 -2.0586 -0.5662
H -2.8056 -1.7428 0.4343
H -0.8635 2.0443 -0.5656
```

---

ii | The following is a quantum chemistry calculation of a single C3H7N3S molecule, from the OMol25 dataset.

Values from the calculation:
- LUMO: 0.76 eV
- HOMO-LUMO gap: 0.348 Eh

XYZ file:
```
14
C3H7N3S, DFT ωB97M-V with the def2-TZVPD basis set
H -2.8785 -0.5984 -0.6362
N -2.1921 0.1070 -0.9470
C -1.0529 0.0028 -0.3349
C -0.7554 -1.1412 0.6096
N -0.2143 1.0509 -0.5170
C 0.9747 1.3825 0.1819
N 2.0589 0.7388 0.3042
S 2.2825 -0.5910 -0.7392
H -1.6827 -1.5569 0.9945
H -0.1253 -1.9858 0.1385
H -0.2071 -0.7898 1.4921
H -0.6298 1.8966 -0.9242
H 0.8784 2.3340 0.7427
H 3.5435 -0.8495 -0.3650
```

---

Which one sits at the bottom of the stability order? i does.

---

i | The following is a quantum chemistry calculation of a 2-piece molecular cluster, C3H7N3S overall, from the OMol25 dataset.

Values from the calculation:
- LUMO: 0.78 eV
- HOMO-LUMO gap: 0.331 Eh

XYZ file:
```
14
C3H7N3S, DFT ωB97M-V with the def2-TZVPD basis set
C -0.1734 1.6523 -0.0726
N -1.0948 0.7822 -0.0854
N -1.0140 -0.1203 -1.0694
S 0.6014 -0.0960 -1.8216
C 1.0323 1.4000 -0.9785
H -0.3622 2.6174 0.2972
H -1.3073 -1.0732 -0.8351
H 1.2503 2.3889 -1.6718
H 1.9546 1.1574 -0.3360
C -0.4919 -1.8190 1.5786
N 0.7236 -1.9753 1.1995
H -1.0428 -2.5799 2.0898
H -1.0680 -0.8994 1.3154
H 0.9920 -1.4350 0.3899
```

---

ii | The following is a quantum chemistry calculation of a single C3H7N3S molecule, from the OMol25 dataset.

Values from the calculation:
- LUMO: 0.45 eV
- HOMO-LUMO gap: 0.319 Eh

XYZ file:
```
14
C3H7N3S, DFT ωB97M-V with the def2-TZVPD basis set
H -2.4590 -1.7237 -0.1104
N -2.3145 -0.8157 0.1945
C -1.0942 -0.4505 -0.0193
N -0.7533 0.8809 -0.1826
C 0.5410 1.0629 0.5196
C 1.6048 0.3861 -0.4073
S 1.6670 -1.1936 0.1727
N -0.1583 -1.4304 -0.1455
H -1.8370 1.4339 -0.3472
H 0.8047 2.2603 0.5053
H 0.6605 0.5563 1.7068
H 1.2754 0.7500 -1.4229
H 2.5843 0.7085 -0.3041
H -0.5213 -2.4250 -0.1597
```

---

iii | The following is a quantum chemistry calculation of a single C3H7N3S molecule, from the OMol25 dataset.

Values from the calculation:
- LUMO: 0.26 eV
- HOMO-LUMO gap: 0.286 Eh

XYZ file:
```
14
C3H7N3S, DFT ωB97M-V with the def2-TZVPD basis set
C 0.8448 0.9787 0.9676
C 0.8652 0.3470 -0.4655
C -0.9747 -1.0762 -1.4066
N -0.3898 0.4390 1.5901
N -0.5495 -0.0739 -0.4963
N -1.1111 -0.0962 0.6775
S -0.4624 0.7569 3.2964
H 1.7442 0.4613 1.5549
H 0.7778 2.0489 1.0218
H 1.0372 0.8375 -1.3159
H 1.5585 -0.5023 -0.4952
H -0.6338 -0.8302 -2.4230
H -0.6571 -1.9963 -1.1189
H -2.0493 -1.2943 -1.3869
```

---

Which one sits at the bottom of the stability order? ii does.

---

i | The following is a quantum chemistry calculation of a single C3H7N3S molecule, from the OMol25 dataset.

Values from the calculation:
- LUMO: 0.83 eV
- HOMO-LUMO gap: 0.316 Eh

XYZ file:
```
14
C3H7N3S, DFT ωB97M-V with the def2-TZVPD basis set
C 2.2467 -0.9506 0.0303
C 0.8944 -0.9222 0.0210
N 0.1876 0.2657 -0.0699
N 1.0492 1.3633 -0.0370
C -1.1562 0.5030 -0.0217
N -1.9480 -0.5084 -0.1336
S -3.6276 -0.0775 0.0389
H 2.7931 -0.0584 -0.1664
H 2.7801 -1.8568 0.1079
H 0.4012 -1.8605 0.0477
H 1.0552 1.7841 0.8759
H 0.8068 2.0765 -0.7316
H -1.4408 1.5235 0.2532
H -4.0416 -1.2817 -0.2146
```

---

ii | The following is a quantum chemistry calculation of a single C3H7N3S molecule, from the OMol25 dataset.

Values from the calculation:
- LUMO: 0.01 eV
- HOMO-LUMO gap: 0.316 Eh

XYZ file:
```
14
C3H7N3S, DFT ωB97M-V with the def2-TZVPD basis set
H -2.2797 -0.0877 -0.2290
N -2.1971 -0.2541 0.7786
C -0.9187 -0.3472 1.0014
N -0.4837 -0.1621 2.5395
N 0.1849 -0.1839 0.1248
C 0.1868 0.1794 -1.1495
C 1.5677 0.3745 -1.7985
S -1.1567 0.2987 -2.2090
H -1.3914 0.1017 3.1695
H -0.1654 -1.1093 2.9307
H 0.9568 -0.2102 0.7739
H 1.6404 -0.2933 -2.6951
H 1.6442 1.5254 -2.0969
H 2.4118 0.1680 -1.1405
```

---

iii | The following is a quantum chemistry calculation of C3H7N3S as an isolated structure, from the OMol25 dataset.

Values from the calculation:
- LUMO (spin up / spin down): -0.07 / -0.05 eV
- HOMO-LUMO gap (spin up / spin down): 0.279 / 0.280 Eh

XYZ file:
```
14
C3H7N3S, DFT ωB97M-V with the def2-TZVPD basis set
C -0.3115 -0.4497 -1.7281
C 0.2880 -1.4768 -0.8558
C -0.8955 1.7747 0.9683
N -0.8121 0.5318 -1.1449
N 1.8625 -0.7130 1.0076
N -0.9468 0.6224 0.1585
S 0.3156 -1.1156 0.9397
H -0.5490 -0.6961 -2.7306
H 0.0124 -2.4759 -1.1894
H 1.4428 -1.4857 -1.0348
H -1.8946 1.9912 1.3795
H -0.1052 1.5105 1.7669
H -0.4616 2.6298 0.4351
H 2.0550 -0.6476 2.0281
```

---

Which one sits at the bottom of the stability order? iii does.